[1]
Below is a structure of composition C12H40BO12, with properties calculated with the ωB97M-V functional and the def2-TZVPD basis.

Structure (XYZ):
```
65
Properties=species:S:1:pos:R:3
B -26.06 5.80 5.50
H -25.42 5.86 4.62
H -27.10 5.96 5.27
H -25.86 4.87 6.02
H -25.80 6.54 6.24
C -29.67 3.39 6.97
C -28.74 4.42 6.34
O -27.46 4.17 6.81
O -29.83 3.75 8.31
H -29.24 2.39 7.07
H -30.64 3.31 6.48
H -28.86 5.48 6.58
H -28.83 4.38 5.25
H -26.93 4.92 6.52
H -29.01 4.14 8.63
C -23.47 7.24 3.50
C -22.90 7.08 4.97
O -23.82 6.79 6.01
O -24.17 6.14 3.08
H -22.63 7.50 2.86
H -24.21 8.04 3.43
H -22.31 7.93 5.30
H -22.24 6.22 4.89
H -24.37 6.02 5.85
H -24.91 6.03 3.69
C -27.10 10.19 4.89
C -25.98 9.09 5.09
O -26.55 7.97 5.86
O -27.83 10.34 6.11
H -27.93 9.86 4.27
H -26.72 11.10 4.43
H -25.23 9.57 5.72
H -25.53 8.65 4.19
H -26.04 7.24 5.49
H -28.21 9.46 6.17
C -28.26 6.99 9.27
C -27.08 6.99 8.27
O -27.31 6.47 6.87
O -29.43 7.28 8.59
H -28.27 7.74 10.07
H -28.43 6.07 9.84
H -26.17 6.56 8.69
H -26.82 8.03 8.12
H -26.55 6.17 6.36
H -29.25 7.84 7.83
C -27.68 4.82 3.43
C -27.19 6.14 2.75
O -26.94 7.20 3.65
O -26.55 4.03 3.77
H -28.39 4.26 2.82
H -28.39 5.00 4.24
H -27.69 6.37 1.81
H -26.18 5.95 2.41
H -26.75 6.96 4.57
H -26.10 4.42 4.53
C -25.55 3.95 8.76
C -26.43 2.64 8.66
O -26.24 2.00 9.90
O -24.18 3.74 9.15
H -25.98 4.64 9.49
H -25.71 4.49 7.82
H -26.02 1.99 7.89
H -27.50 2.73 8.46
H -26.86 1.33 10.17
H -24.14 2.82 8.87
```

## Properties
Energy relative to the best compared isomer or geometry (same formula, charge and spin)   457.2 kcal per mole
Total charge   -1
HOMO energy   -5.665 eV

Atomic partial charges in e from the Löwdin method, atoms 1 to 6: B -0.6270; H 0.0675; H 0.1030; H 0.1192; H 0.1061; C -0.2152



[2]
Below is a structure of composition C12H40BO14PdS2, with properties calculated with the ωB97M-V functional and the def2-TZVPD basis.

Structure (XYZ):
```
70
Properties=species:S:1:pos:R:3
Pd -4.08 -1.91 9.53
B -2.29 -3.07 10.61
H -2.97 -3.89 10.46
H -1.43 -3.24 11.24
H -1.87 -2.87 9.63
H -2.88 -2.30 11.09
S -1.87 -0.51 7.19
O -3.03 -1.19 7.80
O -0.62 -0.78 7.83
O -1.74 -0.87 5.78
O -2.04 0.93 7.35
S -2.54 0.69 10.85
O -2.62 1.96 10.14
O -3.73 -0.15 10.57
O -1.36 -0.02 10.40
O -2.39 1.03 12.25
C 2.26 -4.35 10.84
C 1.41 -3.84 9.61
O 0.56 -2.77 9.98
H 2.62 -3.53 11.46
H 3.18 -4.79 10.46
H 1.59 -4.95 11.45
H 0.84 -4.67 9.19
H 2.03 -3.39 8.84
H -0.22 -3.18 10.37
C 0.51 -3.56 13.79
C -0.78 -2.97 14.34
O -1.23 -1.87 13.56
H 0.42 -3.73 12.71
H 0.56 -4.55 14.24
H 1.43 -3.03 14.03
H -0.58 -2.53 15.32
H -1.65 -3.63 14.35
H -1.38 -2.19 12.67
C -6.43 -4.41 8.54
C -5.18 -4.55 7.71
O -4.31 -3.51 8.06
H -6.96 -3.61 8.03
H -6.13 -4.10 9.54
H -7.16 -5.22 8.50
H -5.40 -4.57 6.64
H -4.69 -5.45 8.09
H -3.74 -3.54 7.29
C -1.75 -5.73 6.87
C -1.29 -4.28 6.51
O -2.43 -3.51 6.20
H -2.32 -5.70 7.80
H -0.85 -6.33 7.01
H -2.36 -6.30 6.17
H -0.69 -4.30 5.60
H -0.84 -3.84 7.39
H -2.09 -2.62 6.05
C -6.77 -3.54 12.48
C -5.27 -3.24 12.19
O -5.35 -2.16 11.27
H -6.71 -4.41 13.14
H -7.26 -3.91 11.58
H -7.35 -2.77 12.98
H -4.90 -4.17 11.74
H -4.67 -2.92 13.04
H -5.26 -1.40 11.85
C -3.19 -7.30 10.80
C -1.85 -6.58 11.16
O -2.06 -5.70 12.23
H -3.36 -7.78 9.84
H -3.96 -6.53 10.85
H -3.40 -8.05 11.57
H -1.38 -6.08 10.31
H -1.11 -7.30 11.49
H -2.12 -4.77 11.97
```

## Properties
Total charge   -2
Multiplicity   4
HOMO energy (spin up / spin down)   -1.137 / -0.983 eV

Atomic partial charges in e from the Löwdin method, atoms 1 to 6: Pd 1.1080; B -0.4419; H -0.0237; H -0.0145; H -0.0008; H -0.0219



[3]
Below is a cluster of 8 separate species, C12H40O14 in total, with properties calculated with the ωB97M-V functional and the def2-TZVPD basis.

Structure (XYZ):
```
66
Properties=species:S:1:pos:R:3
O 6.46 -14.34 4.62
C 5.58 -13.77 3.60
C 6.02 -14.08 2.17
O 6.94 -13.14 1.61
H 5.84 -14.83 5.15
H 4.55 -14.11 3.75
H 5.53 -12.69 3.71
H 5.10 -13.99 1.55
H 6.46 -15.11 2.09
H 7.82 -13.61 1.55
O 8.54 -19.48 4.68
C 7.72 -20.59 4.27
C 6.42 -20.14 3.59
O 5.55 -19.40 4.44
H 8.69 -18.90 3.95
H 8.31 -21.19 3.52
H 7.42 -21.18 5.14
H 5.74 -21.00 3.42
H 6.58 -19.51 2.63
H 5.98 -18.65 4.88
O 7.50 -10.87 3.60
C 8.83 -10.80 4.15
C 9.05 -11.77 5.29
O 8.98 -13.16 5.03
H 7.57 -11.47 2.81
H 9.60 -10.91 3.34
H 9.11 -9.87 4.63
H 8.25 -11.58 6.03
H 9.99 -11.58 5.84
H 8.03 -13.41 4.95
O 2.87 -18.71 -0.41
C 2.70 -17.60 0.46
C 3.10 -17.98 1.84
O 4.47 -18.13 2.07
H 3.82 -18.71 -0.67
H 3.26 -16.78 0.06
H 1.67 -17.33 0.28
H 2.61 -18.94 2.11
H 2.60 -17.25 2.48
H 4.63 -18.40 2.99
O 3.02 -19.55 8.11
C 3.75 -19.12 6.97
C 3.50 -17.64 6.63
O 4.57 -17.02 5.95
H 2.10 -19.36 8.02
H 4.78 -19.13 7.35
H 3.55 -19.81 6.17
H 3.09 -17.05 7.47
H 2.64 -17.55 6.02
H 5.39 -17.12 6.41
O 9.18 -17.24 3.02
C 10.31 -16.39 3.29
C 10.52 -15.21 2.34
O 9.45 -14.28 2.24
H 8.65 -16.95 2.20
H 10.15 -16.10 4.29
H 11.20 -16.99 3.12
H 10.70 -15.65 1.35
H 11.47 -14.78 2.67
H 9.30 -13.88 3.13
O 7.12 -17.24 0.89
H 7.26 -18.07 0.37
H 6.20 -17.22 1.10
O 7.22 -16.96 5.53
H 7.85 -17.66 5.29
H 7.50 -16.22 4.97
```

## Properties
Energy relative to the best compared isomer or geometry (same formula, charge and spin)   15.6 kcal per mole
SMILES string   OCCO.OCCO.OCCO.OCCO.OCCO.OCCO.O.O
HOMO energy   -9.910 eV

Atomic partial charges in e from the Löwdin method, atoms 1 to 6: O -0.0827; C -0.1728; C -0.2063; O -0.0937; H 0.0650; H 0.1195



[4]
Below is a cluster of 8 separate species, C12H41NO12 in total, with properties calculated with the ωB97M-V functional and the def2-TZVPD basis.

Structure (XYZ):
```
66
Properties=species:S:1:pos:R:3
C -0.08 -2.55 -0.94
C 0.70 -3.18 -2.15
C 1.35 -2.17 -3.08
O 0.36 -1.38 -3.77
C 0.60 -0.03 -4.04
N 1.79 -3.92 -1.67
H 0.48 -1.76 -0.44
H -0.33 -3.28 -0.17
H -0.91 -1.99 -1.36
H 0.06 -3.85 -2.72
H 2.01 -2.53 -3.87
H 2.04 -1.54 -2.53
H -0.19 0.31 -4.70
H 1.61 0.18 -4.39
H 0.53 0.44 -3.06
H 2.41 -4.17 -2.43
H 1.55 -4.75 -1.16
C -3.95 -2.19 0.04
C -3.34 -0.73 0.20
O -3.96 -0.08 1.26
O -5.33 -2.12 -0.18
H -3.82 -2.71 0.99
H -3.48 -2.85 -0.70
H -3.38 -0.09 -0.69
H -2.31 -0.98 0.46
H -4.84 0.08 0.92
H -5.39 -2.35 -1.11
C -1.34 -0.70 4.28
C -2.16 0.53 4.11
O -1.24 1.68 4.17
O -0.58 -0.82 5.51
H -0.77 -1.04 3.42
H -2.09 -1.48 4.15
H -3.01 0.55 4.78
H -2.66 0.42 3.15
H -0.94 1.83 5.07
H -0.06 -1.61 5.35
C 4.04 1.56 -2.85
C 4.05 1.64 -1.35
O 3.86 0.40 -0.73
O 4.59 2.61 -3.55
H 3.05 1.28 -3.19
H 4.57 0.63 -3.08
H 3.23 2.28 -1.03
H 5.05 1.94 -1.05
H 3.44 0.53 0.13
H 4.38 2.64 -4.48
C -1.97 2.75 -0.17
C -0.71 3.74 -0.34
O 0.50 3.07 -0.76
O -2.01 2.02 1.05
H -1.96 2.05 -1.00
H -2.93 3.22 -0.37
H -0.51 4.19 0.64
H -0.77 4.60 -1.01
H 1.24 3.67 -0.82
H -2.51 1.22 0.92
O 2.45 -0.89 2.48
H 1.78 -0.51 1.90
H 2.03 -1.67 2.84
O 0.56 0.68 0.88
H -0.28 0.66 1.33
H 0.44 1.31 0.17
O 2.04 1.87 3.68
H 1.21 2.08 4.11
H 1.80 1.29 2.96
```

## Properties
Total charge   +1
Multiplicity   2
HOMO energy (spin up / spin down)   -12.113 / -12.113 eV

Atomic partial charges in e from the Löwdin method, atoms 1 to 6: C 0.0164; C -0.3130; C -0.1628; O -0.1746; C -0.0733; N 0.3402



| no. | strongest force on any atom (eV Å⁻¹) |
| --- | --- |
| 1 | 16.2 |
| 2 | 4.7 |
| 3 | 2.7 |
| 4 | 3.3 |